[1]
A single C19H14BF3N2O4 molecule in a non-equilibrium geometry, computed with wB97M-V/def2-TZVPD.

Values from the calculation:
Structure (SMILES): O=C(Nc1ccccc1B(O)O)c1ccc(Oc2ccc(C(F)(F)F)cn2)cc1
Relative energy (zero: lowest compared OMol25 entry of this formula, charge and spin), kcal per mole: 27.3

XYZ file:
```
43
Properties=species:S:1:pos:R:3:lowdin_charge:R:1
O -2.951 0.331 -2.582 0.0447
F 5.919 2.048 4.278 0.1058
F 6.535 1.549 2.177 0.1298
F 6.879 3.601 3.081 0.1147
N 2.977 2.634 0.778 0.1529
O -0.722 -5.126 -0.061 0.1169
O -1.297 -2.935 0.822 0.1069
O 0.835 3.812 1.042 0.0456
B -1.595 -3.985 -0.100 -0.4585
C -2.267 -0.081 -1.634 -0.3540
C 4.193 2.371 1.282 -0.0511
C 2.180 3.456 1.506 -0.2101
C 2.668 4.028 2.689 0.0018
C -4.067 -4.671 -3.017 -0.1063
C -4.204 -3.424 -3.575 -0.0514
C 0.349 1.446 0.594 -0.0142
C -0.935 3.162 -0.351 0.0110
C -3.299 -4.826 -1.901 -0.0821
C -0.462 0.508 0.026 0.0132
C -1.680 2.241 -1.039 0.0029
C -3.659 -2.343 -2.882 -0.0095
C 3.877 3.708 3.232 0.0037
C 0.119 2.780 0.422 -0.2398
C -2.610 -3.830 -1.296 -0.0451
C -1.430 0.908 -0.903 -0.1267
C -2.832 -2.530 -1.819 -0.1622
C 4.684 2.889 2.461 -0.1251
N -2.107 -1.418 -1.323 0.1540
C 6.032 2.514 2.979 -0.5089
H -0.923 -6.045 -0.246 0.0927
H -0.648 -3.379 1.410 0.1215
H 4.946 1.961 0.631 0.1267
H 2.010 4.659 3.293 0.1263
H -4.537 -5.476 -3.541 0.0990
H -4.729 -3.290 -4.545 0.1219
H 1.119 1.138 1.228 0.0963
H -1.112 4.136 -0.462 0.0859
H -3.349 -5.864 -1.500 0.1295
H -0.387 -0.530 0.260 0.0964
H -2.427 2.656 -1.676 0.1223
H -3.767 -1.352 -3.278 0.0935
H 4.088 4.244 4.197 0.1553
H -1.415 -1.671 -0.658 0.0738
```

=====

[2]
A molecular structure, C19H14CoN2O2S5 in a non-equilibrium geometry, computed with wB97M-V/def2-TZVPD.

Values from the calculation:
<S²>: 3.7655
Total charge: -2
Multiplicity: 4

XYZ file:
```
43
Properties=species:S:1:pos:R:3:lowdin_charge:R:1
Co 0.165 -0.348 0.378 0.3309
O -1.263 -1.429 -0.134 -0.1426
C -1.373 -2.168 -1.172 -0.3316
C -2.647 -2.677 -1.525 -0.0161
C -2.840 -3.474 -2.630 -0.1236
C -1.771 -3.796 -3.466 -0.1558
C -0.515 -3.329 -3.158 -0.0819
C -0.270 -2.545 -2.017 -0.1491
C 1.050 -2.142 -1.715 -0.0816
N 1.396 -1.484 -0.641 -0.0436
C 2.789 -1.151 -0.445 -0.2022
C 2.857 -0.261 0.805 -0.2360
N 1.743 0.635 0.668 -0.0936
C 1.945 1.919 0.587 -0.0888
C 1.031 2.845 0.030 -0.1813
C 1.194 4.225 0.218 -0.0770
C 0.357 5.141 -0.368 -0.1508
C -0.697 4.690 -1.169 -0.1231
C -0.895 3.349 -1.373 -0.0289
C -0.040 2.363 -0.813 -0.4199
O -0.203 1.138 -1.108 -0.1049
H -3.476 -2.415 -0.883 0.1090
H -3.831 -3.850 -2.857 0.0866
H -1.929 -4.412 -4.345 0.0754
H 0.326 -3.573 -3.799 0.0937
H 1.823 -2.418 -2.441 0.1214
H 3.185 -0.591 -1.309 0.1161
H 3.393 -2.064 -0.323 0.1148
H 3.819 0.271 0.865 0.1070
H 2.726 -0.885 1.693 0.0493
H 2.909 2.316 0.935 0.1220
H 1.998 4.565 0.863 0.0982
H 0.493 6.204 -0.201 0.0750
H -1.368 5.406 -1.629 0.0855
H -1.722 2.990 -1.970 0.1040
S -2.609 -0.275 7.346 0.3330
C -1.974 -0.333 5.816 -1.5414
S -2.262 0.873 4.587 0.8323
C -1.251 0.168 3.321 -1.1668
C -0.614 -0.999 3.639 -1.2127
S 0.456 -1.861 2.643 0.4823
S -0.935 -1.627 5.264 0.8173
S -1.170 1.006 1.834 0.5995
```

=====

[3]
A gas-phase ion, C19H14F3N2O5S2 (charge -1) in a non-equilibrium geometry, computed with wB97M-V/def2-TZVPD.

Values from the calculation:
Relative energy (zero: lowest compared OMol25 entry of this formula, charge and spin), kcal per mole: 37.2
Total charge: -1

XYZ file:
```
45
Properties=species:S:1:pos:R:3:lowdin_charge:R:1
C 2.616 -2.194 -2.513 -0.0697
C 2.848 -1.689 -1.123 -0.2056
O 2.212 -0.391 -1.060 -0.0243
C 2.344 0.157 0.159 -0.5258
C 1.287 1.235 0.373 -0.4450
C 1.825 2.440 1.109 -0.1943
C 2.697 2.236 2.176 -0.0394
C 3.412 3.303 2.717 -0.0776
C 3.183 4.598 2.240 -0.1089
C 2.211 4.821 1.259 -0.0882
C 1.519 3.741 0.694 -0.0247
C 0.874 1.573 -0.978 -0.2313
N 0.672 1.980 -2.056 0.2177
O 3.167 -0.181 0.994 0.0787
H 3.023 -3.205 -2.597 0.0757
H 1.547 -2.215 -2.739 0.0674
H 3.120 -1.560 -3.250 0.0824
H 2.366 -2.328 -0.369 0.1390
H 3.914 -1.585 -0.887 0.1236
H 2.872 1.230 2.535 0.1105
H 4.162 3.098 3.479 0.0993
H 3.760 5.434 2.647 0.0929
H 1.999 5.829 0.899 0.0965
H 0.774 3.890 -0.089 0.1109
F -0.741 -0.300 3.680 0.0688
C -0.866 0.689 2.759 -0.7485
F -2.167 0.933 2.542 0.1037
F -0.296 1.826 3.269 0.0683
S 0.042 0.095 1.257 1.1800
N -1.754 -0.685 0.355 -0.3065
C -2.301 -1.887 0.811 -0.5014
O -2.016 -2.435 1.869 0.0418
C -3.299 -2.281 -0.220 -0.1345
C -3.109 -1.591 -1.398 -0.2238
C -3.852 -1.839 -2.550 -0.0434
C -4.863 -2.806 -2.475 -0.0896
C -5.079 -3.513 -1.276 -0.0912
C -4.293 -3.269 -0.149 -0.0110
S -1.721 -0.502 -1.281 0.6032
O -2.086 0.820 -1.676 -0.2980
O -0.561 -1.115 -1.869 -0.2958
H -3.645 -1.289 -3.466 0.1158
H -5.482 -3.013 -3.350 0.0951
H -5.881 -4.253 -1.238 0.0941
H -4.433 -3.801 0.787 0.1133
```

=====

no.,E (Ha)
1,-1467.45946
2,-4366.22242
3,-2314.08052